Arrangement one

Below is a 2-piece molecular cluster, C2H3ClFI overall, with properties calculated with ωB97M-V with the def2-TZVPD basis set.

Last column: Mulliken charge in e.
Cartesian coordinates (Å):
C -0.50980 -0.21832 -0.00126  -0.717
C -1.64671 -0.41823 -0.63871  0.210
F -1.63988 -0.94370 -1.86826  -0.220
I -3.58938 -0.14471 0.12415  0.104
H 0.40118 -0.42404 -0.32858  0.405
H -0.46753 0.34820 0.94826  0.210
Cl 1.10923 -3.41810 0.42270  -0.208
H 0.81138 -4.46040 0.94889  0.217

* SMILES: C=C(F)I.Cl


Arrangement two

Below is a 2-piece molecular cluster, C2H3ClFI overall, with properties calculated with ωB97M-V with the def2-TZVPD basis set.

Last column: Mulliken charge in e.
Cartesian coordinates (Å):
F -1.51243 1.50058 -0.07986  -0.216
C -0.20759 1.41332 0.17532  -0.167
C 0.52227 0.42006 -0.29782  -0.506
I 2.56768 0.28734 0.11925  0.108
H 0.15870 2.21618 0.79950  0.294
H 0.12726 -0.36456 -0.92377  0.493
Cl -0.23356 -3.60517 0.01625  -0.226
H 0.09851 -2.36226 0.09354  0.220

* SMILES: F/C=C/I.Cl


arrangement two is the most stable structure; the next one sits 36.9 kJ/mol above it.


Arrangement one

Below is a 3-piece molecular cluster, CH8O2S overall, with properties calculated with ωB97M-V with the def2-TZVPD basis set.

Last column: Mulliken charge in e.
Cartesian coordinates (Å):
C 1.14786 -3.75020 -1.51597  -0.610
S 2.23655 -2.87301 -0.40914  -0.235
H 1.70027 -4.37821 -2.34431  0.237
H 0.49067 -2.95986 -1.84922  0.236
H 0.44930 -4.42083 -0.90460  0.253
H 2.57648 -3.50311 0.84998  0.119
O -6.57465 3.15054 1.37873  -0.661
H -5.83221 2.53113 1.05341  0.331
H -6.20477 3.51122 2.25882  0.330
O 3.36541 3.83966 0.22375  -0.628
H 3.94069 4.62515 0.42674  0.316
H 2.70440 4.22751 0.83181  0.312

* SMILES: CS.O.O


Arrangement two

Below is a 3-piece molecular cluster, CH8O2S overall, with properties calculated with ωB97M-V with the def2-TZVPD basis set.

Last column: Mulliken charge in e.
Cartesian coordinates (Å):
C -0.52336 1.63324 -0.40014  -0.583
S -1.26300 0.27015 -1.35183  -0.317
H -0.24047 2.44906 -1.05524  0.272
H -1.27501 2.00491 0.28835  0.277
H 0.33058 1.25904 0.15309  0.218
H -0.09258 -0.25697 -1.74227  0.168
O -0.53603 -1.84305 1.06985  -0.681
H -1.04994 -1.33050 0.41329  0.286
H -0.88366 -1.55205 1.91913  0.325
O 1.78342 -0.53317 0.07539  -0.646
H 1.11353 -1.13045 0.44708  0.389
H 2.63653 -0.97021 0.18329  0.293

* SMILES: CS.O.O


arrangement two is the most stable structure; the next one sits 156.7 kJ/mol above it.


Arrangement one

Below is the molecule CH3NOS2, with properties calculated with ωB97M-V with the def2-TZVPD basis set.

Last column: Mulliken charge in e.
Cartesian coordinates (Å):
C 1.16771 -0.02759 -1.03076  -0.221
N 0.75745 0.27448 0.28820  -0.271
S -0.88244 0.21320 0.69133  0.535
O -1.41474 1.52535 0.57169  -0.517
S -1.80131 -1.31686 -0.03032  -0.281
H 2.22289 -0.11505 -0.95094  0.262
H 0.74771 -0.72551 -1.69617  0.305
H -0.79727 0.17197 2.15697  0.189

* SMILES: C=N[S@@H](=O)=S


Arrangement two

Below is the molecule CH3NOS2, with properties calculated with ωB97M-V with the def2-TZVPD basis set.

Last column: Mulliken charge in e.
Cartesian coordinates (Å):
C 0.19765 -0.77922 0.26558  -0.483
N 0.62343 1.44629 0.58604  -0.349
O 1.98377 1.32549 0.55638  -0.128
S 1.87597 -1.35461 0.36935  0.002
S 2.68520 0.28339 -0.51476  0.073
H -0.63641 -1.27806 0.79253  0.304
H 0.08276 -0.52208 -0.75972  0.299
H 0.33649 1.47145 -0.36927  0.282


arrangement one is the most stable structure; the next one sits 98.3 kJ/mol above it.